Entry 1:
Molecular formula: C37H59BCl2F6IN3O21PSi
Method: DFT, ωB97M-V/def2-TZVPD

Positions of all 132 atoms, in Å:
1 C 0.56 5.21 0.45
2 C 0.73 3.69 0.65
3 C 0.60 2.96 -0.67
4 O 0.74 1.55 -0.48
5 C 2.06 1.08 -0.48
6 C 2.10 -0.44 -0.46
7 P 1.71 -0.95 -2.21
8 O 0.81 -0.03 -2.95
9 C 3.63 -0.73 -0.27
10 C 4.08 -2.09 0.24
11 Si 4.38 -3.49 -1.06
12 C 2.87 -4.39 -1.73
13 C 5.29 -2.66 -2.49
14 C 5.58 -4.81 -0.46
15 N 3.30 -2.49 1.51
16 I 3.80 -1.04 3.05
17 C 3.83 -3.74 2.07
18 Cl 5.49 -3.63 2.56
19 C 3.26 -4.92 2.29
20 C 3.98 -6.07 2.92
21 Cl 1.61 -5.29 1.91
22 C 1.84 -2.43 1.23
23 C 1.20 -1.16 0.60
24 N -0.03 -1.75 0.08
25 C -1.16 -0.95 -0.38
26 C -2.50 -1.57 0.07
27 B 0.68 -0.21 1.85
28 O 1.38 0.90 2.30
29 N -0.53 -0.61 2.56
30 C -1.37 0.61 2.75
31 C -0.20 -1.19 3.88
32 H -0.39 5.54 0.87
33 H 1.37 5.76 0.92
34 H 0.54 5.45 -0.61
35 H -0.06 3.32 1.30
36 H 1.68 3.47 1.13
37 H 1.31 3.32 -1.41
38 H -0.40 3.09 -1.07
39 H 2.59 1.48 0.38
40 H 2.61 1.45 -1.36
41 H 2.93 -1.04 -2.91
42 H 1.19 -2.25 -2.24
43 H 4.12 -0.57 -1.23
44 H 4.04 0.07 0.36
45 H 5.09 -1.89 0.61
46 H 1.89 -4.12 -1.35
47 H 2.83 -4.26 -2.81
48 H 2.99 -5.46 -1.57
49 H 5.77 -1.73 -2.18
50 H 4.64 -2.48 -3.34
51 H 6.10 -3.30 -2.82
52 H 5.12 -5.52 0.22
53 H 5.96 -5.34 -1.33
54 H 6.44 -4.36 0.03
55 H 3.27 -6.87 3.11
56 H 4.74 -6.45 2.25
57 H 4.40 -5.77 3.87
58 H 1.63 -3.25 0.55
59 H 1.29 -2.67 2.14
60 H 0.13 -2.54 -0.54
61 H -1.17 -0.92 -1.47
62 H -1.14 0.08 -0.06
63 H -2.37 -2.61 0.34
64 H -3.27 -1.43 -0.68
65 H -2.84 -1.07 0.97
66 H 1.02 1.71 1.90
67 H -1.31 1.23 1.86
68 H -2.41 0.31 2.89
69 H -1.03 1.20 3.59
70 H 0.83 -0.97 4.20
71 H -0.27 -2.28 3.82
72 H -0.89 -0.86 4.65
73 C 1.13 0.22 -6.39
74 C 0.00 -0.60 -6.97
75 O 0.43 -0.80 -8.31
76 C 1.78 -0.75 -8.32
77 O 2.46 -1.12 -9.22
78 O 2.25 -0.24 -7.16
79 F -1.17 0.07 -6.97
80 H 0.99 1.29 -6.57
81 H 1.28 0.05 -5.33
82 H -0.15 -1.57 -6.50
83 C -3.98 4.88 2.98
84 C -3.88 3.53 2.31
85 O -2.48 3.34 2.22
86 C -1.91 4.04 3.24
87 O -0.78 3.89 3.59
88 O -2.79 4.90 3.78
89 F -4.42 3.53 1.06
90 H -3.95 5.69 2.26
91 H -4.86 4.99 3.60
92 H -4.32 2.71 2.88
93 C -6.67 0.58 0.80
94 C -6.33 -0.59 1.70
95 O -5.89 0.06 2.88
96 C -6.49 1.28 2.94
97 O -6.51 1.97 3.90
98 O -7.05 1.58 1.75
99 F -5.33 -1.35 1.21
100 H -5.79 0.92 0.25
101 H -7.48 0.38 0.11
102 H -7.18 -1.23 1.95
103 C -6.46 8.29 6.19
104 C -5.76 6.96 6.29
105 O -5.14 6.85 5.02
106 C -4.91 8.11 4.56
107 O -4.20 8.37 3.65
108 O -5.61 9.01 5.29
109 F -6.62 5.93 6.46
110 H -7.45 8.18 5.75
111 H -6.54 8.82 7.14
112 H -4.99 6.91 7.07
113 C -1.43 -4.65 5.09
114 C -2.04 -5.97 5.50
115 O -3.18 -5.56 6.22
116 C -3.57 -4.34 5.73
117 O -4.61 -3.83 5.93
118 O -2.57 -3.81 4.97
119 F -1.22 -6.68 6.32
120 H -0.77 -4.26 5.87
121 H -0.88 -4.70 4.15
122 H -2.34 -6.61 4.67
123 C 3.25 0.94 -11.57
124 C 4.70 0.74 -11.94
125 O 5.08 2.02 -12.40
126 C 4.28 2.94 -11.78
127 O 4.49 4.10 -11.75
128 O 3.23 2.33 -11.19
129 F 4.85 -0.17 -12.93
130 H 2.59 0.79 -12.43
131 H 2.92 0.31 -10.75
132 H 5.34 0.45 -11.10

Summary:
Net charge   +1
Maximum force   0.03392 hartree/bohr
Energy above the lowest of the compared OMol25 structures with the same formula, charge and spin   16.4 kcal/mol
E_tot   -5662.359529 Ha


Entry 2:
Molecular formula: C37H59N5O2SSi3TeTi
Method: DFT, ωB97M-V/def2-TZVPD

Positions of all 109 atoms, in Å:
1 Ti 1.01 -0.67 1.67
2 N 4.58 -1.90 5.29
3 C 4.19 -1.03 4.30
4 S 4.61 0.63 4.48
5 N 3.44 -1.61 3.38
6 N 2.91 -0.81 2.40
7 C 3.71 -0.05 1.75
8 C 3.13 0.98 0.87
9 C 3.89 1.81 0.09
10 C 3.28 2.86 -0.60
11 C 1.92 3.04 -0.46
12 C 1.21 2.13 0.32
13 N 1.78 1.13 0.96
14 H 5.36 -1.57 5.83
15 H 4.61 -2.87 5.03
16 H 4.78 -0.12 1.90
17 H 4.96 1.65 0.04
18 H 3.86 3.54 -1.21
19 H 1.41 3.86 -0.95
20 H 0.15 2.28 0.49
21 C 1.54 -4.00 3.57
22 O 0.88 -2.82 3.16
23 Si -0.08 -1.87 4.18
24 C -1.13 -3.09 5.15
25 C 0.90 -0.99 5.49
26 C -0.85 -0.86 2.85
27 Si -2.22 -1.86 2.08
28 C -1.77 -3.64 1.65
29 C -3.69 -1.92 3.30
30 C -3.04 -1.26 0.51
31 Si -1.24 0.89 3.30
32 C -2.24 1.76 1.96
33 C 0.31 1.94 3.63
34 C -2.29 1.08 4.85
35 H 1.96 -3.90 4.58
36 H 2.36 -4.20 2.88
37 H 0.84 -4.84 3.56
38 H -0.50 -3.77 5.73
39 H -1.77 -3.70 4.50
40 H -1.79 -2.56 5.85
41 H 1.57 -1.69 6.01
42 H 0.23 -0.56 6.23
43 H 1.54 -0.19 5.11
44 H -0.90 -4.01 2.19
45 H -1.55 -3.70 0.58
46 H -2.61 -4.31 1.86
47 H -3.38 -1.71 4.33
48 H -4.17 -2.90 3.30
49 H -4.45 -1.18 3.03
50 H -2.43 -1.51 -0.36
51 H -3.24 -0.19 0.50
52 H -4.00 -1.78 0.41
53 H -2.19 2.85 2.07
54 H -3.29 1.46 2.01
55 H -1.87 1.50 0.96
56 H 0.37 2.79 2.96
57 H 1.25 1.38 3.51
58 H 0.31 2.32 4.66
59 H -3.25 0.58 4.74
60 H -2.48 2.14 5.07
61 H -1.78 0.65 5.73
62 C 1.41 -3.36 -0.19
63 C 0.46 -2.26 -0.68
64 O -0.32 -2.54 -1.60
65 N 0.59 -1.02 -0.14
66 Te -0.71 0.53 -1.77
67 C -1.35 2.31 -2.95
68 C -0.47 3.08 -3.72
69 C 0.97 2.69 -3.93
70 C -0.91 4.26 -4.33
71 C -2.20 4.73 -4.18
72 C -2.65 6.03 -4.80
73 C -3.07 3.97 -3.41
74 C -2.67 2.78 -2.80
75 C -3.73 2.02 -2.03
76 C 0.18 -0.33 -3.50
77 C 1.56 -0.51 -3.62
78 C 2.56 -0.13 -2.56
79 C 2.08 -1.05 -4.80
80 C 1.26 -1.42 -5.86
81 C 1.83 -1.98 -7.13
82 C -0.11 -1.28 -5.70
83 C -0.67 -0.76 -4.53
84 C -2.17 -0.69 -4.43
85 H 1.77 -3.16 0.81
86 H 2.27 -3.39 -0.87
87 H 0.91 -4.32 -0.22
88 H 1.37 2.21 -3.03
89 H 1.58 3.56 -4.16
90 H 1.07 1.98 -4.75
91 H -0.20 4.83 -4.93
92 H -1.87 6.47 -5.42
93 H -2.92 6.75 -4.02
94 H -3.54 5.87 -5.42
95 H -4.09 4.32 -3.27
96 H -4.32 1.40 -2.71
97 H -4.42 2.72 -1.53
98 H -3.30 1.37 -1.27
99 H 2.07 0.23 -1.66
100 H 3.23 0.65 -2.92
101 H 3.16 -0.99 -2.28
102 H 3.15 -1.16 -4.90
103 H 2.89 -1.73 -7.23
104 H 1.30 -1.59 -8.00
105 H 1.75 -3.07 -7.15
106 H -0.77 -1.60 -6.50
107 H -2.64 -1.20 -5.26
108 H -2.51 0.35 -4.41
109 H -2.49 -1.15 -3.49

Summary:
Net charge   -1
Multiplicity   2
Maximum force   0.06127 hartree/bohr
Energy above the lowest of the compared OMol25 structures with the same formula, charge and spin   48.0 kcal/mol
E_tot   -4253.920360 Ha


Entry 3:
Molecular formula: C37H60AsGe2N5NiO2
Method: DFT, ωB97M-V/def2-TZVPD

Positions of all 108 atoms, in Å:
1 Ni 0.16 -0.95 0.17
2 N 1.49 -0.29 1.72
3 C 1.22 1.12 2.04
4 C 2.35 1.93 2.70
5 C 3.47 1.14 3.40
6 C 4.75 1.16 2.56
7 N 5.83 0.35 3.13
8 C 6.23 -0.86 2.75
9 N 7.20 -1.48 3.42
10 N 5.67 -1.48 1.71
11 C 0.71 1.89 0.81
12 O 0.80 3.09 0.76
13 O 0.17 1.13 -0.15
14 H 1.45 -0.85 2.56
15 H 2.41 -0.40 1.30
16 H 0.36 1.10 2.71
17 H 1.88 2.61 3.41
18 H 2.80 2.59 1.95
19 H 3.19 0.11 3.64
20 H 3.70 1.62 4.36
21 H 5.13 2.18 2.50
22 H 4.57 0.86 1.52
23 H 6.31 0.74 3.93
24 H 7.67 -1.03 4.19
25 H 7.54 -2.38 3.13
26 H 5.03 -0.99 1.09
27 H 6.04 -2.35 1.37
28 C 3.39 1.78 -1.03
29 C 3.63 0.29 -1.28
30 Ge 2.05 -0.91 -1.45
31 C 2.93 -2.50 -2.24
32 C 2.04 -3.50 -2.99
33 C 1.16 -0.14 -3.04
34 C 0.32 0.89 -3.21
35 Ge -0.70 1.76 -1.79
36 C -0.83 3.68 -1.59
37 C -1.72 4.40 -2.61
38 C -2.32 0.74 -1.41
39 C -3.37 0.58 -2.51
40 C -0.02 1.38 -4.58
41 C 0.87 1.21 -5.65
42 C 0.55 1.64 -6.92
43 C -0.68 2.24 -7.17
44 C -1.57 2.43 -6.12
45 C -1.23 2.00 -4.85
46 H 4.30 2.36 -1.18
47 H 3.04 1.99 -0.02
48 H 2.65 2.18 -1.72
49 H 4.36 -0.11 -0.55
50 H 4.11 0.16 -2.25
51 H 3.50 -3.02 -1.46
52 H 3.67 -2.10 -2.94
53 H 1.33 -4.01 -2.33
54 H 2.62 -4.27 -3.48
55 H 1.45 -3.00 -3.76
56 H 1.49 -0.61 -3.96
57 H 0.17 4.09 -1.58
58 H -1.23 3.82 -0.58
59 H -1.30 4.36 -3.62
60 H -1.81 5.45 -2.34
61 H -2.73 4.00 -2.65
62 H -2.77 1.18 -0.51
63 H -1.95 -0.26 -1.13
64 H -3.82 1.53 -2.78
65 H -4.17 -0.08 -2.19
66 H -2.94 0.15 -3.42
67 H 1.85 0.77 -5.47
68 H 1.25 1.50 -7.73
69 H -0.93 2.58 -8.16
70 H -2.52 2.91 -6.30
71 H -1.96 2.16 -4.06
72 C -1.65 -2.13 3.28
73 As -1.86 -0.98 1.74
74 C -2.45 0.65 2.62
75 C -3.50 -1.73 0.95
76 C -4.70 -1.66 1.84
77 C -5.52 -0.53 1.84
78 C -6.64 -0.48 2.65
79 C -6.96 -1.55 3.47
80 C -6.15 -2.68 3.47
81 C -5.03 -2.73 2.66
82 H -2.60 -2.17 3.82
83 H -0.89 -1.74 3.95
84 H -1.38 -3.14 2.97
85 H -3.47 0.52 2.98
86 H -2.41 1.50 1.95
87 H -1.81 0.84 3.48
88 H -3.24 -2.76 0.70
89 H -3.67 -1.20 0.01
90 H -5.29 0.30 1.19
91 H -7.28 0.40 2.64
92 H -7.84 -1.52 4.10
93 H -6.41 -3.53 4.10
94 H -4.41 -3.63 2.65
95 N -0.45 -2.94 -0.68
96 C -1.60 -3.63 -1.17
97 C -1.98 -4.85 -0.62
98 C -3.14 -5.47 -1.08
99 C -3.91 -4.87 -2.07
100 C -3.51 -3.66 -2.62
101 C -2.36 -3.04 -2.17
102 H -0.13 -2.29 -1.39
103 H 0.33 -3.53 -0.41
104 H -1.39 -5.31 0.16
105 H -3.44 -6.42 -0.66
106 H -4.81 -5.36 -2.42
107 H -4.10 -3.20 -3.40
108 H -2.04 -2.10 -2.61

Summary:
Net charge   +2
Multiplicity   3
Maximum force   0.01944 hartree/bohr
Energy above the lowest of the compared OMol25 structures with the same formula, charge and spin   9.5 kcal/mol
E_tot   -9767.603545 Ha


Entry 4:
Molecular formula: C37H60AuFN3O10P2S2
Method: DFT, ωB97M-V/def2-TZVPD

Positions of all 116 atoms, in Å:
1 Au -2.44 0.70 -2.52
2 C 1.95 5.68 5.01
3 C 0.54 5.14 4.80
4 N 0.35 4.56 3.48
5 C -0.32 5.31 2.54
6 C -0.58 4.80 1.23
7 C -1.57 5.38 0.53
8 O -2.34 6.13 0.09
9 O -2.56 3.39 -0.94
10 C 0.21 3.68 0.71
11 O 0.29 3.37 -0.45
12 C 0.94 2.95 1.78
13 C 1.60 1.78 1.42
14 C 2.23 1.02 2.38
15 F 2.93 -0.09 2.01
16 C 2.19 1.37 3.73
17 C 1.55 2.55 4.09
18 C 0.94 3.37 3.13
19 N 2.77 0.57 4.75
20 C 2.70 -0.87 4.63
21 C 2.84 -1.48 6.01
22 N 4.16 -1.05 6.59
23 C 4.26 0.46 6.65
24 C 4.06 1.01 5.26
25 H 2.05 6.13 6.00
26 H 2.17 6.45 4.27
27 H 2.70 4.90 4.91
28 H -0.18 5.95 4.90
29 H 0.28 4.41 5.57
30 H -0.76 6.23 2.88
31 H 1.62 1.50 0.38
32 H 1.51 2.79 5.14
33 H 3.48 -1.28 3.97
34 H 1.73 -1.16 4.22
35 H 2.83 -2.57 5.98
36 H 2.07 -1.12 6.69
37 H 4.91 -1.40 5.98
38 H 4.31 -1.46 7.51
39 H 5.24 0.71 7.07
40 H 3.47 0.79 7.32
41 H 4.89 0.69 4.61
42 H 4.09 2.10 5.31
43 C -6.01 2.63 -4.13
44 O -4.74 2.49 -4.76
45 P -3.35 2.16 -4.09
46 O -2.25 2.78 -5.05
47 C -1.29 2.04 -5.82
48 O -3.47 3.48 -3.07
49 C -2.40 3.86 -2.27
50 H -6.69 2.97 -4.91
51 H -5.96 3.36 -3.33
52 H -6.34 1.66 -3.75
53 H -0.62 2.78 -6.24
54 H -1.78 1.47 -6.60
55 H -0.73 1.36 -5.18
56 H -2.36 4.95 -2.28
57 H -1.44 3.46 -2.61
58 H -3.50 3.48 -0.73
59 O -4.84 -1.47 -5.53
60 S -3.83 -0.83 -4.74
61 O -2.62 -1.59 -4.45
62 O -3.44 0.52 -5.31
63 S -4.70 -0.36 -2.91
64 O -1.37 -0.54 -1.21
65 P -0.30 -1.59 -1.15
66 C 0.34 -1.64 0.58
67 C 1.01 -2.96 1.02
68 C 0.03 -3.98 1.59
69 C -0.84 -3.37 2.69
70 C -1.61 -2.17 2.15
71 C -0.66 -1.11 1.62
72 C -0.91 -3.22 -1.68
73 C -0.72 -3.50 -3.18
74 C -1.14 -4.94 -3.52
75 C -2.35 -5.41 -2.70
76 C -3.19 -4.21 -2.29
77 C -2.41 -3.36 -1.28
78 C 1.15 -1.07 -2.11
79 C 2.28 -2.13 -2.19
80 C 3.01 -2.06 -3.54
81 C 3.30 -0.61 -3.90
82 C 2.00 0.19 -4.12
83 C 0.78 -0.50 -3.49
84 H 1.14 -0.89 0.51
85 H 1.74 -2.70 1.80
86 H 1.58 -3.40 0.21
87 H 0.58 -4.84 1.97
88 H -0.63 -4.36 0.80
89 H -0.20 -3.04 3.52
90 H -1.52 -4.12 3.09
91 H -2.25 -1.74 2.92
92 H -2.28 -2.50 1.34
93 H -0.07 -0.71 2.46
94 H -1.21 -0.27 1.19
95 H -0.30 -3.95 -1.13
96 H 0.31 -3.36 -3.48
97 H -1.33 -2.79 -3.76
98 H -0.30 -5.62 -3.36
99 H -1.38 -4.98 -4.58
100 H -2.03 -5.94 -1.80
101 H -2.94 -6.12 -3.28
102 H -4.13 -4.52 -1.83
103 H -3.45 -3.61 -3.16
104 H -2.48 -3.82 -0.30
105 H -2.87 -2.37 -1.21
106 H 1.51 -0.22 -1.52
107 H 1.90 -3.14 -2.03
108 H 3.00 -1.94 -1.39
109 H 2.40 -2.52 -4.32
110 H 3.93 -2.65 -3.48
111 H 3.94 -0.56 -4.79
112 H 3.88 -0.16 -3.08
113 H 1.82 0.31 -5.19
114 H 2.11 1.19 -3.70
115 H 0.40 -1.27 -4.15
116 H -0.03 0.23 -3.39

Summary:
Net charge   +1
Multiplicity   3
Maximum force   0.01351 hartree/bohr
Energy above the lowest of the compared OMol25 structures with the same formula, charge and spin   35.8 kcal/mol
E_tot   -4076.984231 Ha